# 1
The following is a DFT calculation (ωB97M-V/def2-TZVPD) of 2 unconnected molecules or ions with the total composition C11H10ClPS at a distorted geometry.

Properties
Relative energy (zero: lowest compared OMol25 entry of this formula, charge and spin): 97.7 kcal per mole
E: -44210.4693 eV
Largest force on an atom: 4.085 eV/A
LUMO level (alpha / beta): -1.8 / -1.8 eV
HOMO (alpha / beta): -8.644 / -8.641 eV

Geometry as XYZ:
```
24
Properties=species:S:1:pos:R:3:mulliken_charge:R:1
C 2.004 -2.297 -0.856 -0.926
C 2.611 -1.270 -1.565 -0.298
C 1.510 -1.968 0.397 -0.160
C 2.640 0.027 -1.130 -0.823
C 1.442 -0.666 0.854 -0.834
C 1.967 0.312 0.060 1.025
C -4.054 0.946 -0.169 -0.303
C -2.844 1.773 -0.069 -0.170
C -3.839 -0.366 -0.038 -0.413
C -1.812 1.058 0.408 -0.141
C 1.905 1.796 0.635 -0.863
P -2.009 -0.695 0.167 0.160
S 0.472 2.761 0.166 -0.094
Cl -2.308 -1.744 1.872 -0.235
H 1.976 -3.255 -1.211 0.522
H 3.091 -1.344 -2.449 0.463
H 0.983 -2.665 1.017 0.418
H 3.089 0.791 -1.624 0.493
H 1.207 -0.443 1.837 0.392
H -5.064 1.411 -0.222 0.308
H -2.822 2.769 -0.199 0.474
H -4.644 -1.096 0.264 0.338
H 1.830 1.688 1.737 0.298
H 2.669 2.477 0.118 0.370
```

# 2
The following is a DFT calculation (ωB97M-V/def2-TZVPD) of 5 unconnected molecules or ions with the total composition C29H25O20P at a distorted geometry.

Properties
E: -80713.6434 eV
Largest force on an atom: 2.119 eV/A
Structure (SMILES): O=[PH2]COC(=O)C[C@@H]1CO1.O=C1C=C(O)C(=O)C=C1O.O=C1C=C(O)C(=O)C=C1O.O=C1C=C(O)C(=O)C=C1O.O=C1C=C(O)C(=O)C=C1O
LUMO level: -1.7 eV
HOMO: -9.672 eV

Geometry as XYZ:
```
75
Properties=species:S:1:pos:R:3:mulliken_charge:R:1
O -3.834 2.208 6.600 -0.611
P -3.627 2.689 5.216 0.370
C -2.114 2.092 4.401 -0.371
O -1.012 2.937 4.724 -0.267
C -0.274 3.391 3.669 0.407
O -0.762 3.975 2.746 -0.578
C 1.197 3.087 3.797 0.055
C 1.406 1.773 4.524 0.342
C 2.101 0.707 3.779 -0.735
O 0.622 0.734 4.010 -0.340
H -3.527 4.085 5.087 0.072
H -4.638 2.305 4.314 0.065
H -2.247 1.983 3.323 0.444
H -1.920 1.095 4.809 0.214
H 1.710 3.871 4.349 -0.394
H 1.597 2.987 2.791 0.421
H 1.590 1.840 5.589 0.427
H 2.358 0.954 2.759 0.176
H 2.352 -0.254 4.200 0.321
O 7.641 7.932 5.944 -0.622
C 6.642 7.363 5.544 1.054
C 5.561 6.903 6.387 -0.988
C 4.520 6.277 5.820 0.330
O 3.478 5.822 6.499 -0.581
C 4.438 6.029 4.328 1.006
O 3.456 5.430 3.921 -0.502
C 5.507 6.508 3.483 -1.083
C 6.547 7.138 4.049 0.376
O 7.578 7.615 3.374 -0.568
H 5.627 7.080 7.451 0.433
H 2.876 5.427 5.840 0.305
H 5.433 6.341 2.418 0.443
H 8.177 8.012 4.038 0.376
O 2.107 -1.061 1.183 -0.676
C 1.089 -1.613 0.799 1.077
C -0.015 -1.974 1.659 -1.026
C -1.080 -2.586 1.120 0.254
O -2.147 -2.957 1.805 -0.594
C -1.159 -2.913 -0.356 1.109
O -2.170 -3.481 -0.731 -0.561
C -0.062 -2.535 -1.218 -1.139
C 1.000 -1.919 -0.680 0.340
O 2.060 -1.527 -1.371 -0.555
H 0.050 -1.729 2.710 0.443
H -2.753 -3.377 1.160 0.349
H -0.133 -2.771 -2.272 0.605
H 2.668 -1.119 -0.723 0.354
O 0.347 -1.503 -9.195 -0.639
C 0.549 -1.981 -8.093 0.942
C 1.851 -2.083 -7.469 -1.064
C 1.945 -2.644 -6.255 0.293
O 3.077 -2.790 -5.588 -0.577
C 0.732 -3.175 -5.524 1.282
O 0.931 -3.686 -4.433 -0.659
C -0.571 -3.054 -6.131 -1.097
C -0.666 -2.491 -7.344 0.094
O -1.800 -2.323 -8.006 -0.556
H 2.709 -1.702 -8.005 0.434
H 2.840 -3.224 -4.744 0.380
H -1.424 -3.423 -5.580 0.882
H -1.553 -1.894 -8.850 0.369
O -3.508 -3.889 -5.517 -0.514
C -4.396 -4.341 -4.812 1.128
C -4.399 -4.282 -3.371 -1.128
C -5.428 -4.828 -2.706 0.389
O -5.545 -4.836 -1.389 -0.565
C -6.582 -5.504 -3.420 0.937
O -7.453 -5.978 -2.713 -0.632
C -6.584 -5.545 -4.866 -0.981
C -5.556 -4.996 -5.529 0.167
O -5.450 -4.970 -6.847 -0.604
H -3.566 -3.804 -2.874 0.592
H -6.385 -5.302 -1.199 0.367
H -7.417 -6.017 -5.366 0.433
H -4.608 -4.513 -7.045 0.351
```

# 3
The following is a DFT calculation (ωB97M-V/def2-TZVPD) of a molecular structure, C46H62CsN6O5PS at a distorted geometry.

Properties
Relative energy (zero: lowest compared OMol25 entry of this formula, charge and spin): 25.7 kcal per mole
Total charge: -2
E: -88559.9802 eV
Largest force on an atom: 2.101 eV/A
LUMO level: 3.7 eV
HOMO: -1.789 eV

Geometry as XYZ:
```
122
Properties=species:S:1:pos:R:3:mulliken_charge:R:1
Cs 0.432 0.859 -0.069 1.195
S -0.833 4.565 -4.517 -0.424
C 0.889 4.683 -4.338 0.959
C 1.763 5.656 -4.800 -0.589
C 3.112 5.532 -4.503 -0.390
C 3.581 4.446 -3.762 -0.676
C 2.712 3.474 -3.300 -0.476
C 1.349 3.587 -3.577 -0.571
N 0.380 2.715 -3.161 -0.268
C -0.810 3.043 -3.524 0.157
C -2.044 2.345 -3.214 0.641
C -3.201 2.663 -3.950 -0.747
C -4.393 2.025 -3.686 -0.640
C -4.412 1.028 -2.710 -0.595
C -3.255 0.713 -2.015 -0.468
C -2.018 1.379 -2.172 -0.166
H 1.395 6.498 -5.374 0.364
H 3.807 6.293 -4.835 0.344
H 4.638 4.369 -3.538 0.371
H 3.063 2.633 -2.716 0.675
H -3.153 3.404 -4.746 0.188
H -5.292 2.272 -4.240 0.336
H -5.342 0.501 -2.505 0.337
H -3.306 -0.100 -1.289 0.593
O 0.714 -3.542 2.093 -0.642
H 0.811 -2.725 1.578 0.353
H 1.497 -4.022 1.767 0.346
C -1.100 -0.954 3.958 -0.018
C -2.199 -0.140 3.371 0.442
N -2.881 -0.444 2.297 -0.275
C -3.768 0.584 2.090 -0.340
C -3.625 1.524 3.065 -0.616
N -2.625 1.048 3.885 0.026
H -0.991 -1.873 3.385 -0.015
H -1.297 -1.198 5.004 0.399
H -0.157 -0.409 3.906 -0.345
H -4.438 0.575 1.246 0.398
H -4.140 2.450 3.247 0.411
H -2.216 1.529 4.665 0.184
C -6.317 -6.697 0.002 -1.106
C -5.121 -6.908 0.929 -0.870
N -4.052 -5.949 0.704 0.214
C -3.948 -4.849 1.652 -0.571
C -5.194 -3.974 1.642 -1.142
C -3.239 -6.178 -0.359 0.268
O -3.409 -7.171 -1.061 -0.682
C -2.130 -5.214 -0.676 0.419
C -0.814 -5.535 -0.376 -0.128
C 0.202 -4.712 -0.823 -0.401
C -0.127 -3.577 -1.549 -0.689
N -1.388 -3.248 -1.835 -0.548
C -2.361 -4.046 -1.401 -0.211
H -7.129 -7.374 0.278 0.347
H -6.022 -6.903 -1.026 0.338
H -6.683 -5.674 0.060 0.281
H -4.719 -7.907 0.753 0.423
H -5.425 -6.829 1.974 0.442
H -3.075 -4.248 1.416 0.491
H -3.801 -5.269 2.654 0.216
H -5.379 -3.596 0.634 0.262
H -5.027 -3.121 2.289 0.361
H -6.076 -4.522 1.984 0.339
H -0.590 -6.433 0.187 0.464
H 1.239 -4.930 -0.609 0.484
H 0.640 -2.908 -1.926 0.595
H -3.373 -3.765 -1.683 0.407
O 3.256 -2.176 -2.581 -0.372
C 4.462 -2.140 -1.939 1.034
C 5.618 -1.732 -2.595 -0.879
C 6.835 -1.728 -1.927 -0.505
C 6.902 -2.149 -0.609 -0.831
C 5.740 -2.565 0.033 -0.202
C 4.514 -2.559 -0.610 0.125
C 3.224 -2.938 0.127 0.233
O 3.109 -4.139 0.471 -0.901
O 2.444 -1.989 0.331 -0.433
H 3.339 -1.741 -3.433 0.268
H 5.564 -1.406 -3.630 0.283
H 7.726 -1.398 -2.448 0.361
H 7.845 -2.146 -0.077 0.363
H 5.783 -2.898 1.063 0.432
C 4.165 0.202 2.794 -1.835
C 4.370 1.599 2.192 2.522
C 5.745 2.119 2.607 -1.976
C 4.342 1.401 0.667 -2.004
P 2.778 2.622 2.658 0.029
N 1.499 2.216 1.966 -0.691
C 2.678 2.480 4.618 2.661
C 1.923 1.168 4.875 -1.968
C 1.721 3.598 5.054 -2.091
C 3.926 2.538 5.496 -1.993
C 3.294 4.491 2.362 2.444
C 4.309 5.171 3.282 -1.946
C 3.832 4.546 0.924 -2.205
C 1.982 5.291 2.350 -1.825
H 4.887 -0.497 2.360 0.433
H 3.165 -0.164 2.555 0.394
H 4.305 0.190 3.874 0.162
H 6.503 1.373 2.341 0.482
H 5.810 2.295 3.683 0.228
H 5.999 3.047 2.094 0.343
H 4.857 0.477 0.386 0.286
H 4.809 2.227 0.132 0.253
H 3.306 1.321 0.346 0.200
H 1.201 1.032 4.065 -0.031
H 1.386 1.201 5.832 0.565
H 2.580 0.300 4.898 0.326
H 0.884 3.658 4.355 0.421
H 2.219 4.566 5.096 0.269
H 1.322 3.390 6.055 0.620
H 4.575 1.675 5.339 0.294
H 3.621 2.533 6.550 0.508
H 4.510 3.443 5.321 0.233
H 5.229 4.592 3.370 0.234
H 3.912 5.337 4.285 0.272
H 4.563 6.153 2.865 0.514
H 4.868 4.214 0.862 0.169
H 3.794 5.575 0.549 0.675
H 3.219 3.925 0.268 0.402
H 1.669 5.600 3.346 0.300
H 1.196 4.669 1.913 0.381
H 2.087 6.200 1.746 0.506
```

Q: Look up the largest force on an atom of the third one.
A: 2.101 eV/A

Q: The highest E belongs to which entry?
A: C11H10ClPS

Q: Which of these has the lowest largest force on an atom?
A: C46H62CsN6O5PS

Q: What is the largest force on an atom in the second record?
A: 2.119 eV/A